No. 1
{
  "formula": "C3OSm",
  "method": "ωB97M-V/def2-TZVPD",
  "symbols": ["C", "C", "O", "C", "Sm"],
  "positions_angstrom": [[-1.08, 0.88, -0.08], [-0.63, -0.78, 0.08], [-1.88, -0.25, -0.07], [0.44, 0.00, -0.02], [3.15, 0.15, 0.08]],
  "mulliken_charge": [0.317, 0.222, -0.037, -0.448, 1.946],
  "fmax_ev_per_a": 4.53,
  "energy_ev": -23035.90696,
  "spin_multiplicity": 7,
  "total_charge": 2
}

***

No. 2
{
  "formula": "C3S5",
  "method": "ωB97M-V/def2-TZVPD",
  "symbols": ["S", "C", "S", "C", "S", "C", "S", "S"],
  "positions_angstrom": [[1.93, 1.84, -0.02], [1.50, 0.23, 0.20], [2.30, -1.05, 0.94], [-0.04, -0.12, -0.27], [-0.12, -0.04, -1.98], [-1.42, -0.36, 0.22], [-1.90, 1.06, 1.05], [-2.23, -1.71, -0.25]],
  "mulliken_charge": [-0.382, -0.053, -0.451, 0.002, -0.308, 0.037, -0.439, -0.406],
  "fmax_ev_per_a": 4.28,
  "de_lowest_kcal_mol": 0.00,
  "smiles": "S=C([S-])C(=S)C(=S)[S-]",
  "total_charge": -2
}

***

No. 3
{
  "formula": "C40H100As2F12N7O11",
  "method": "ωB97M-V/def2-TZVPD",
  "symbols": ["C", "C", "N", "C", "C", "C", "C", "C", "O", "C", "H", "H", "H", "H", "H", "H", "H", "H", "H", "H", "H", "H", "H", "H", "H", "H", "H", "H", "H", "H", "C", "C", "N", "C", "C", "C", "C", "C", "O", "C", "H", "H", "H", "H", "H", "H", "H", "H", "H", "H", "H", "H", "H", "H", "H", "H", "H", "H", "H", "H", "C", "C", "N", "C", "C", "C", "C", "C", "O", "C", "H", "H", "H", "H", "H", "H", "H", "H", "H", "H", "H", "H", "H", "H", "H", "H", "H", "H", "H", "H", "C", "C", "N", "C", "C", "C", "C", "C", "O", "C", "H", "H", "H", "H", "H", "H", "H", "H", "H", "H", "H", "H", "H", "H", "H", "H", "H", "H", "H", "H", "C", "C", "N", "C", "C", "C", "C", "C", "O", "C", "H", "H", "H", "H", "H", "H", "H", "H", "H", "H", "H", "H", "H", "H", "H", "H", "H", "H", "H", "H", "N", "O", "O", "O", "N", "O", "O", "O", "As", "F", "F", "F", "F", "F", "F", "As", "F", "F", "F", "F", "F", "F"],
  "positions_angstrom": [[21.26, 13.77, 17.48], [21.20, 13.53, 16.00], [22.43, 13.24, 15.25], [23.47, 14.26, 15.54], [22.88, 11.89, 15.52], [24.07, 11.35, 14.75], [22.04, 13.16, 13.83], [21.43, 14.33, 13.12], [22.17, 15.46, 13.27], [22.37, 16.22, 12.06], [21.69, 14.75, 17.71], [21.78, 13.04, 18.10], [20.25, 13.84, 17.84], [20.75, 14.42, 15.61], [20.53, 12.71, 15.82], [23.00, 15.22, 15.36], [24.37, 14.06, 14.99], [23.60, 14.15, 16.59], [22.05, 11.18, 15.44], [23.20, 11.96, 16.56], [24.56, 10.59, 15.34], [24.86, 12.02, 14.44], [23.82, 10.77, 13.88], [21.41, 12.29, 13.65], [22.99, 12.93, 13.35], [20.37, 14.50, 13.44], [21.39, 13.99, 12.07], [21.55, 16.91, 11.85], [22.44, 15.57, 11.19], [23.27, 16.87, 12.15], [21.68, 22.77, 9.48], [22.64, 22.44, 10.59], [22.16, 22.36, 12.03], [23.35, 22.29, 12.89], [21.34, 23.61, 12.36], [19.90, 23.63, 11.90], [21.40, 21.11, 12.19], [22.10, 19.82, 12.05], [22.82, 19.42, 13.25], [22.11, 18.80, 14.29], [22.35, 22.95, 8.63], [21.12, 23.72, 9.52], [20.94, 22.02, 9.20], [23.51, 23.12, 10.59], [23.07, 21.45, 10.35], [23.99, 21.50, 12.58], [23.06, 21.98, 13.89], [23.85, 23.25, 12.73], [21.98, 24.42, 11.99], [21.31, 23.74, 13.44], [19.75, 23.98, 10.87], [19.42, 24.40, 12.47], [19.41, 22.65, 12.06], [20.56, 21.11, 11.49], [20.98, 21.16, 13.18], [22.84, 19.74, 11.25], [21.24, 19.15, 11.88], [22.80, 17.98, 14.59], [21.10, 18.47, 13.96], [21.87, 19.48, 15.14], [17.63, 20.36, 10.62], [16.63, 19.67, 11.48], [16.93, 18.21, 11.71], [17.03, 17.50, 10.39], [18.25, 18.10, 12.43], [18.63, 16.73, 13.08], [15.88, 17.60, 12.50], [15.57, 18.05, 13.88], [14.67, 19.19, 13.86], [13.93, 19.25, 15.07], [17.38, 21.40, 10.77], [17.70, 20.08, 9.56], [18.63, 20.27, 11.04], [15.68, 19.62, 10.95], [16.45, 20.15, 12.41], [17.85, 17.85, 9.79], [16.05, 17.47, 9.97], [17.29, 16.43, 10.56], [18.09, 18.81, 13.23], [19.01, 18.43, 11.70], [18.64, 15.89, 12.38], [18.03, 16.41, 13.92], [19.61, 16.84, 13.56], [16.18, 16.57, 12.56], [15.03, 17.70, 11.83], [16.32, 18.40, 14.54], [15.02, 17.23, 14.33], [13.15, 18.46, 15.04], [13.46, 20.21, 14.97], [14.64, 19.09, 15.91], [14.32, 14.44, 13.26], [14.26, 13.01, 12.65], [13.10, 12.17, 12.97], [13.27, 11.73, 14.33], [11.88, 13.00, 12.80], [11.68, 13.54, 11.41], [13.11, 11.08, 12.01], [12.00, 10.14, 12.24], [10.72, 10.57, 11.83], [9.92, 9.62, 11.16], [13.55, 15.09, 12.80], [15.38, 14.75, 13.01], [14.26, 14.40, 14.35], [15.14, 12.46, 12.96], [14.30, 13.10, 11.55], [14.16, 11.16, 14.39], [12.35, 11.28, 14.71], [13.40, 12.67, 14.88], [11.97, 13.80, 13.55], [11.02, 12.44, 13.13], [11.35, 12.77, 10.67], [12.50, 14.10, 10.94], [10.81, 14.19, 11.54], [14.02, 10.51, 12.08], [13.03, 11.53, 11.02], [12.03, 9.75, 13.27], [12.32, 9.33, 11.53], [10.48, 9.10, 10.36], [9.05, 10.08, 10.66], [9.51, 8.83, 11.84], [18.25, 13.72, 10.25], [18.76, 12.69, 9.29], [18.53, 13.03, 7.81], [17.10, 12.80, 7.46], [18.96, 14.45, 7.50], [20.39, 14.87, 7.74], [19.42, 12.22, 6.93], [19.25, 10.71, 6.88], [20.15, 10.03, 5.99], [21.48, 9.93, 6.57], [18.16, 13.23, 11.22], [17.30, 14.13, 9.94], [18.94, 14.54, 10.34], [18.30, 11.71, 9.45], [19.84, 12.66, 9.39], [17.06, 12.74, 6.38], [16.46, 13.60, 7.88], [16.91, 11.86, 7.98], [18.22, 15.02, 8.08], [18.74, 14.54, 6.45], [20.79, 14.49, 8.67], [20.43, 15.98, 7.91], [21.08, 14.55, 6.94], [20.41, 12.53, 7.17], [19.11, 12.55, 5.97], [18.25, 10.43, 6.56], [19.29, 10.32, 7.94], [21.39, 9.62, 7.59], [21.97, 10.88, 6.56], [21.99, 9.26, 5.89], [14.61, 14.66, 9.56], [15.16, 15.21, 8.57], [14.46, 13.36, 9.48], [14.25, 15.35, 10.59], [20.10, 18.41, 9.06], [19.65, 18.01, 7.95], [20.42, 19.63, 9.28], [20.22, 17.50, 10.04], [18.78, 21.42, 15.10], [19.86, 20.14, 15.68], [18.67, 22.13, 16.64], [17.68, 22.58, 14.42], [18.80, 20.71, 13.48], [17.41, 20.45, 15.50], [20.14, 22.46, 14.70], [17.62, 13.02, 15.09], [17.08, 13.18, 13.38], [18.70, 14.37, 14.70], [18.24, 12.96, 16.68], [16.59, 11.69, 15.38], [18.91, 11.92, 14.50], [16.47, 14.15, 15.55]],
  "mulliken_charge": [-1.787, 0.505, 0.743, -1.270, -0.165, -1.456, -1.513, 0.723, -0.160, -0.839, 0.417, 0.321, 0.480, -0.043, 0.147, 0.491, 0.369, 0.461, 0.420, 0.464, 0.394, 0.318, 0.412, 0.355, 0.618, -0.458, 0.105, 0.230, 0.442, 0.267, -1.274, -0.037, 0.672, -1.001, -0.745, -0.933, -0.534, 0.066, -0.448, -0.249, 0.448, 0.319, 0.231, 0.521, 0.233, 0.444, 0.253, 0.461, 0.485, 0.578, 0.297, 0.477, 0.064, 0.101, 0.237, 0.285, -0.736, 0.120, 0.031, 0.334, -0.974, -0.366, 1.170, -0.986, 1.118, -1.398, 0.018, -1.488, -0.415, -0.799, 0.492, 0.260, -0.062, 0.555, 0.443, -0.273, 0.747, 0.152, 0.193, -0.535, -0.541, 0.495, 0.148, -0.254, 0.809, 0.436, 0.759, 0.273, 0.301, 0.326, -0.042, -1.099, 0.310, -1.216, -0.734, -0.955, -0.393, -1.043, -0.167, -0.816, 0.556, -0.742, 0.637, 0.788, -0.545, 0.435, 0.454, 0.439, 0.889, 0.655, 0.171, 0.130, 0.459, 0.555, 0.324, 0.323, 0.522, 0.337, 0.272, 0.292, 0.548, -1.100, 0.447, -0.937, -0.256, -1.057, -0.581, -0.636, -0.415, -0.709, 0.134, -0.525, -0.129, 0.567, 0.436, 0.402, 0.078, 0.501, 0.374, 0.681, 0.159, 0.033, 0.428, 0.429, 0.309, 0.281, 0.433, 0.327, 0.275, 0.263, 0.936, -0.704, -0.621, -0.530, 0.527, -0.686, -0.481, -0.110, 2.274, -0.479, -0.466, -0.533, -0.533, -0.478, -0.459, 2.111, -0.395, -0.391, -0.464, -0.457, -0.530, -0.387],
  "fmax_ev_per_a": 3.21,
  "energy_ev": -230330.76396,
  "total_charge": 1
}

***

No. 4
{
  "formula": "C40H100AsF6N5O5",
  "method": "ωB97M-V/def2-TZVPD",
  "symbols": ["C", "C", "N", "C", "C", "C", "C", "C", "O", "C", "H", "H", "H", "H", "H", "H", "H", "H", "H", "H", "H", "H", "H", "H", "H", "H", "H", "H", "H", "H", "C", "C", "N", "C", "C", "C", "C", "C", "O", "C", "H", "H", "H", "H", "H", "H", "H", "H", "H", "H", "H", "H", "H", "H", "H", "H", "H", "H", "H", "H", "C", "C", "N", "C", "C", "C", "C", "C", "O", "C", "H", "H", "H", "H", "H", "H", "H", "H", "H", "H", "H", "H", "H", "H", "H", "H", "H", "H", "H", "H", "C", "C", "N", "C", "C", "C", "C", "C", "O", "C", "H", "H", "H", "H", "H", "H", "H", "H", "H", "H", "H", "H", "H", "H", "H", "H", "H", "H", "H", "H", "C", "C", "N", "C", "C", "C", "C", "C", "O", "C", "H", "H", "H", "H", "H", "H", "H", "H", "H", "H", "H", "H", "H", "H", "H", "H", "H", "H", "H", "H", "As", "F", "F", "F", "F", "F", "F"],
  "positions_angstrom": [[-12.90, -11.01, 16.97], [-13.68, -12.14, 17.63], [-15.15, -11.87, 17.72], [-15.80, -12.96, 18.49], [-15.59, -10.52, 18.38], [-15.19, -10.58, 19.86], [-15.65, -11.87, 16.20], [-17.16, -11.82, 16.08], [-17.54, -10.46, 16.06], [-18.89, -10.15, 15.98], [-13.14, -10.94, 15.96], [-11.86, -11.37, 16.95], [-12.89, -10.03, 17.40], [-13.38, -12.36, 18.69], [-13.60, -13.03, 17.08], [-16.87, -12.69, 18.56], [-15.38, -13.09, 19.50], [-15.72, -13.88, 17.95], [-16.62, -10.45, 18.21], [-15.07, -9.71, 17.80], [-15.93, -10.97, 20.53], [-15.04, -9.56, 20.22], [-14.20, -11.02, 20.02], [-15.18, -12.75, 15.80], [-15.30, -10.97, 15.74], [-17.72, -12.34, 16.88], [-17.49, -12.26, 15.13], [-19.50, -10.72, 15.24], [-18.97, -9.13, 15.60], [-19.36, -10.19, 16.98], [-17.60, -16.66, 7.79], [-18.35, -17.88, 8.44], [-19.49, -18.39, 7.59], [-19.03, -19.12, 6.36], [-20.30, -19.33, 8.52], [-19.55, -20.60, 8.94], [-20.35, -17.21, 7.10], [-20.91, -16.42, 8.22], [-22.14, -16.89, 8.89], [-22.65, -15.85, 9.66], [-17.30, -16.87, 6.81], [-16.71, -16.49, 8.32], [-18.25, -15.78, 7.84], [-18.70, -17.69, 9.44], [-17.66, -18.69, 8.65], [-18.66, -18.42, 5.61], [-19.91, -19.67, 6.03], [-18.10, -19.67, 6.59], [-21.22, -19.51, 7.96], [-20.62, -18.76, 9.39], [-18.81, -20.37, 9.69], [-19.10, -21.19, 8.10], [-20.35, -21.18, 9.39], [-21.22, -17.64, 6.58], [-19.70, -16.55, 6.43], [-21.27, -15.52, 7.64], [-20.20, -16.08, 9.02], [-23.64, -16.16, 9.99], [-22.64, -14.94, 9.03], [-21.99, -15.62, 10.50], [-9.50, -11.74, 0.26], [-9.66, -12.80, 1.32], [-10.81, -13.73, 1.19], [-10.84, -14.46, -0.15], [-10.94, -14.65, 2.37], [-9.71, -15.50, 2.65], [-12.15, -12.95, 1.18], [-12.34, -11.64, 1.94], [-12.20, -12.16, 3.36], [-11.82, -11.22, 4.42], [-8.47, -11.32, 0.31], [-10.21, -10.87, 0.41], [-9.76, -12.01, -0.77], [-9.82, -12.38, 2.24], [-8.79, -13.39, 1.34], [-10.01, -15.20, -0.11], [-10.70, -13.71, -0.89], [-11.77, -15.05, -0.23], [-11.91, -15.17, 2.22], [-11.18, -13.94, 3.30], [-9.85, -16.12, 3.58], [-8.70, -15.00, 2.73], [-9.55, -16.29, 1.87], [-12.87, -13.57, 1.60], [-12.41, -12.76, 0.14], [-13.13, -10.97, 1.86], [-11.61, -10.90, 1.78], [-11.86, -10.14, 4.04], [-10.72, -11.31, 4.77], [-12.50, -11.56, 5.17], [-19.24, -7.70, 8.71], [-18.89, -6.78, 9.86], [-19.77, -5.58, 10.01], [-19.92, -4.86, 8.67], [-21.13, -6.05, 10.38], [-21.30, -6.62, 11.77], [-19.21, -4.70, 11.02], [-18.02, -3.78, 10.50], [-17.09, -4.53, 9.83], [-15.87, -3.89, 9.52], [-18.71, -8.66, 8.91], [-18.85, -7.38, 7.73], [-20.31, -7.88, 8.61], [-17.85, -6.36, 9.78], [-18.99, -7.31, 10.82], [-20.64, -5.42, 8.08], [-18.96, -4.81, 8.22], [-20.38, -3.86, 8.82], [-21.38, -6.83, 9.58], [-21.86, -5.30, 10.06], [-20.94, -7.63, 11.85], [-22.35, -6.69, 12.12], [-20.73, -6.07, 12.53], [-18.93, -5.34, 11.83], [-19.93, -3.89, 11.34], [-17.52, -3.35, 11.42], [-18.35, -2.98, 9.87], [-15.94, -2.99, 8.81], [-15.21, -4.70, 9.12], [-15.52, -3.53, 10.50], [-23.43, -9.42, 5.86], [-24.18, -10.36, 4.89], [-23.23, -11.39, 4.20], [-24.05, -12.21, 3.20], [-22.13, -10.74, 3.49], [-21.43, -11.53, 2.44], [-22.66, -12.31, 5.23], [-23.58, -13.07, 6.17], [-24.31, -14.01, 5.46], [-25.35, -14.75, 6.19], [-24.18, -8.80, 6.32], [-22.62, -8.87, 5.35], [-22.86, -9.99, 6.62], [-24.54, -9.75, 4.06], [-24.84, -11.06, 5.36], [-24.18, -11.51, 2.38], [-25.05, -12.56, 3.73], [-23.50, -13.14, 3.03], [-21.47, -10.45, 4.29], [-22.57, -9.85, 2.95], [-21.96, -11.66, 1.53], [-21.01, -12.47, 2.82], [-20.55, -10.93, 2.26], [-21.87, -11.75, 5.77], [-22.24, -13.14, 4.67], [-24.16, -12.31, 6.68], [-22.80, -13.36, 6.86], [-25.49, -15.76, 5.72], [-26.31, -14.23, 6.11], [-25.13, -14.72, 7.20], [-19.20, -12.17, 7.53], [-19.18, -11.21, 8.92], [-20.83, -12.77, 8.01], [-19.35, -13.29, 6.17], [-17.73, -11.59, 7.00], [-18.44, -13.48, 8.41], [-20.00, -10.91, 6.59]],
  "mulliken_charge": [-1.339, -0.466, -0.224, -0.981, -0.226, -1.341, -0.645, -0.584, -0.357, -0.794, 0.411, 0.429, 0.353, 0.485, 0.491, 0.445, 0.381, 0.392, 0.386, 0.440, 0.430, 0.398, 0.311, 0.434, 0.433, 0.297, 0.552, 0.316, 0.263, 0.312, -1.281, -0.601, 0.268, -1.037, -0.488, -1.199, -1.071, 0.179, -0.409, -0.394, 0.372, 0.472, 0.213, 0.528, 0.550, 0.400, 0.388, 0.409, 0.494, 0.325, 0.362, 0.295, 0.437, 0.575, 0.305, -0.006, 0.319, 0.293, 0.018, 0.307, -1.066, -0.656, 0.250, -1.027, -0.117, -1.142, -0.503, -0.790, -0.360, -0.689, 0.379, 0.253, 0.233, 0.561, 0.463, 0.332, 0.479, 0.362, 0.338, 0.196, 0.386, 0.284, 0.344, 0.432, 0.428, 0.553, 0.251, 0.310, 0.234, 0.282, -1.048, -0.273, 0.330, -1.108, -0.280, -1.319, -0.751, -0.921, -0.279, -0.770, 0.343, 0.330, 0.236, 0.317, 0.412, 0.455, 0.377, 0.371, 0.161, 0.583, 0.405, 0.381, 0.282, 0.578, 0.316, 0.535, 0.454, 0.269, 0.258, 0.337, -1.034, -0.339, 0.189, -0.881, -0.238, -1.475, -0.480, -0.409, -0.321, -0.833, 0.473, 0.291, 0.186, 0.407, 0.551, 0.440, 0.309, 0.359, 0.333, 0.397, 0.403, 0.343, 0.444, -0.209, 0.615, 0.436, 0.080, 0.268, 0.305, 0.364, 2.075, -0.471, -0.467, -0.518, -0.488, -0.536, -0.573],
  "fmax_ev_per_a": 5.05,
  "de_lowest_kcal_mol": 78.68,
  "total_charge": 4
}